No. 1
Computed, not measured: 2 unconnected molecules or ions with the total composition C4H14N3O in a non-equilibrium geometry, with ωB97M-V/def2-TZVPD.

Results
**Total energy**: -10890.633 eV
**HOMO-LUMO gap (alpha / beta)**: 4.1 / 9.1 eV
**Energy above the lowest of the compared OMol25 structures with the same formula, charge and spin**: 8.79 kcal/mol
**Multiplicity**: 2

CARTESIAN COORDINATES (ANGSTROEM)
C  -0.206  -1.833  1.778
C  1.019  -1.507  0.914
C  1.435  -0.028  0.796
N  0.486  0.762  0.061
C  0.381  0.727  -1.323
N  1.508  0.654  -2.133
N  -0.828  0.988  -1.948
H  0.104  -2.188  2.742
H  -0.830  -2.598  1.344
H  -0.875  -1.017  2.072
H  1.879  -2.072  1.273
H  0.688  -1.816  -0.082
H  1.394  0.385  1.809
H  2.481  0.001  0.493
H  -0.311  1.032  0.587
H  2.395  0.313  -1.832
H  1.272  0.652  -3.107
H  -0.790  1.811  -2.553
H  -1.683  0.901  -1.480
H  -3.749  1.112  -0.066
H  -2.907  2.272  0.575
O  -2.864  1.448  0.078

Mulliken population analysis, charges in e, atoms 1 to 2:
1 C -1.2187
2 C -0.1206

No. 2
Computed, not measured: a molecular structure, C4H3O2Pt in a non-equilibrium geometry, with ωB97M-V/def2-TZVPD.

Results
**Charge**: +1
**Total energy**: -11520.221 eV
**HOMO-LUMO gap (alpha / beta)**: 8.1 / 6.6 eV
**Energy above the lowest of the compared OMol25 structures with the same formula, charge and spin**: 78.31 kcal/mol
**Multiplicity**: 3

CARTESIAN COORDINATES (ANGSTROEM)
O  1.311  -1.358  -0.390
C  0.165  -1.385  -0.040
C  -1.062  -1.154  0.320
C  -1.565  0.188  -0.102
C  -0.969  1.373  0.157
H  -1.654  -1.890  0.867
H  0.168  2.400  -0.040
H  -2.589  0.208  -0.482
Pt  1.835  0.389  0.228
O  0.423  1.399  0.433

Mulliken population analysis, charges in e, atoms 1 to 2:
1 O -0.4286
2 C 0.6031

No. 3
Computed, not measured: a molecular structure, C13H11O9S3Sn, with ωB97M-V/def2-TZVPD.

Results
**Charge**: -1
**Total energy**: -70428.563 eV
**HOMO-LUMO gap**: 9.2 eV

CARTESIAN COORDINATES (ANGSTROEM)
Sn  -1.108  0.044  2.566
O  -3.429  3.027  2.252
S  -2.678  2.696  1.075
O  -2.182  3.782  0.275
O  -1.559  1.739  1.370
C  -3.751  1.749  -0.025
C  -4.101  2.413  -1.196
C  -4.907  1.812  -2.150
C  -5.373  0.527  -1.947
C  -5.036  -0.148  -0.786
C  -4.232  0.448  0.180
S  -3.850  -0.624  1.570
O  -4.847  -1.653  1.570
O  -3.736  0.193  2.770
O  -2.467  -1.124  1.243
H  -3.714  3.410  -1.347
H  -5.162  2.352  -3.054
H  -5.998  0.045  -2.689
H  -5.402  -1.148  -0.607
C  6.298  -1.553  -1.980
C  5.179  -1.310  -1.001
C  5.001  -0.066  -0.410
C  3.975  0.157  0.500
C  3.119  -0.882  0.825
C  3.276  -2.135  0.244
C  4.303  -2.340  -0.660
S  1.780  -0.597  1.946
O  2.128  0.569  2.730
O  1.576  -1.834  2.669
O  0.587  -0.304  1.069
H  6.787  -0.620  -2.258
H  5.926  -2.026  -2.890
H  7.058  -2.213  -1.557
H  5.673  0.746  -0.664
H  3.837  1.123  0.965
H  2.603  -2.936  0.516
H  4.428  -3.317  -1.113

Mulliken population analysis, charges in e, atoms 1 to 2:
1 Sn 1.0999
2 O -0.6632

No. 4
Computed, not measured: a molecular structure, C17H17BrCaO3S in a non-equilibrium geometry, with ωB97M-V/def2-TZVPD.

Results
**Charge**: -2
**Total energy**: -123367.268 eV
**HOMO-LUMO gap**: 4.8 eV

CARTESIAN COORDINATES (ANGSTROEM)
C  -2.304  -0.359  -2.831
C  -2.317  -1.064  -1.598
C  -1.913  -0.159  -0.569
H  -2.625  -2.098  -1.444
C  -1.591  1.093  -1.177
C  -1.879  0.986  -2.561
H  -1.839  1.795  -3.286
H  -2.624  -0.752  -3.796
H  -1.999  -0.333  0.499
H  -1.260  1.987  -0.661
Ca  0.676  -0.481  -2.381
Br  1.803  -2.933  -2.261
C  2.322  0.566  -4.141
C  1.110  1.307  -4.247
C  0.112  0.427  -4.751
H  0.991  2.374  -4.058
C  0.686  -0.860  -4.916
C  2.056  -0.773  -4.539
H  2.780  -1.590  -4.546
H  3.296  0.965  -3.847
H  -0.903  0.707  -5.013
H  0.168  -1.761  -5.258
C  -0.262  1.108  6.451
C  0.014  0.601  5.068
C  0.206  -0.773  4.870
C  0.486  -1.281  3.609
C  0.550  -0.399  2.522
C  0.379  0.972  2.700
C  0.083  1.466  3.970
S  0.854  -1.117  0.903
O  2.118  -1.791  1.097
O  -0.315  -1.950  0.640
O  0.927  0.044  -0.047
H  -1.176  0.650  6.846
H  0.549  0.853  7.143
H  -0.378  2.194  6.461
H  0.159  -1.451  5.725
H  0.652  -2.345  3.457
H  0.469  1.637  1.847
H  -0.061  2.540  4.119

Mulliken population analysis, charges in e, atoms 1 to 2:
1 C -0.3906
2 C -0.9658

No. 5
Computed, not measured: a molecular structure, C4H4O2Sm in a non-equilibrium geometry, with ωB97M-V/def2-TZVPD.

Results
**Charge**: +4
**Total energy**: -26151.117 eV
**HOMO-LUMO gap (alpha / beta)**: 3.2 / 3.5 eV
**Energy above the lowest of the compared OMol25 structures with the same formula, charge and spin**: 93.53 kcal/mol
**Multiplicity**: 7

CARTESIAN COORDINATES (ANGSTROEM)
H  -0.897  -1.809  0.144
C  1.251  -1.070  0.153
C  -0.151  -1.040  -0.051
C  -0.299  0.438  -0.040
H  1.971  -1.844  -0.129
H  -0.576  0.909  0.911
H  -0.140  1.000  -0.970
O  1.534  0.184  0.250
Sm  3.409  1.735  1.078
O  -2.502  0.680  -0.549
C  -3.601  0.815  -0.798

Mulliken population analysis, charges in e, atoms 1 to 2:
1 H 0.4642
2 C 0.1161

No. 6
Computed, not measured: a gas-phase ion, C4H10NO (charge +1) in a non-equilibrium geometry, with ωB97M-V/def2-TZVPD.

Results
**Charge**: +1
**Total energy**: -7838.906 eV
**HOMO-LUMO gap**: 10.3 eV
**Energy above the lowest of the compared OMol25 structures with the same formula, charge and spin**: 55.60 kcal/mol

CARTESIAN COORDINATES (ANGSTROEM)
C  -0.778  -1.856  -0.427
N  0.524  -2.286  -0.508
H  -1.529  -2.531  -0.036
H  -1.203  -1.308  -1.264
H  1.190  -1.594  -0.827
H  0.777  -2.560  0.433
O  -0.925  -0.733  0.853
C  -0.785  0.516  0.781
C  0.464  1.210  0.886
C  0.503  1.749  -0.576
H  -1.680  1.166  0.791
H  1.254  0.487  1.106
H  0.542  2.003  1.629
H  0.415  0.984  -1.352
H  1.473  2.233  -0.720
H  -0.241  2.520  -0.769

Mulliken population analysis, charges in e, atoms 1 to 2:
1 C -0.2903
2 N -0.3910

What is the total energy in the third record? -70428.563 eV